Entry 1:
Below is a cluster of 3 separate species, C7H19Cl3O8P2 in total, with properties calculated with ωB97M-V/def2-TZVPD.

Results
Structure (SMILES): COP(=O)(OC)OC.COP(=O)(OC)OC.ClC(Cl)Cl
Calculated total energy in eV: -80096.6675
Charge: 0
Relative energy (zero: lowest compared OMol25 entry of this formula, charge and spin) in kJ/mol: 0.0

Structure (XYZ):
```
39
Properties=species:S:1:pos:R:3:forces:R:3:mulliken_charge:R:1
C -0.40633 16.17036 -11.11513 -0.106 -0.476 0.035 -0.620
O 0.16292 17.47375 -11.16416 0.264 0.024 0.005 -0.380
P -0.68888 18.76446 -10.89643 0.110 -0.004 -0.191 1.088
O 0.10686 19.98670 -10.84194 -0.002 0.097 0.070 -0.674
O -1.77384 18.66730 -12.03900 -0.013 -0.026 -0.301 -0.337
C -2.67033 19.76273 -12.20426 -0.364 0.178 -0.084 -0.159
O -1.56705 18.46895 -9.61357 -0.030 0.126 0.412 -0.242
C -1.14536 18.98003 -8.32955 -0.159 -0.310 -0.061 -0.646
H -1.48897 16.19003 -11.23698 0.021 0.057 -0.010 0.306
H -0.15754 15.68987 -10.16785 -0.030 0.139 0.029 0.247
H 0.03071 15.57799 -11.91658 0.010 0.119 -0.054 0.252
H -2.70954 20.05063 -13.25364 0.161 -0.131 -0.030 0.318
H -2.35019 20.62746 -11.62418 -0.054 -0.023 0.056 -0.084
H -3.66769 19.44890 -11.89484 0.056 0.031 0.101 0.131
H -1.18087 18.15134 -7.62472 0.025 0.011 -0.010 0.257
H -1.85845 19.74058 -8.01972 0.101 0.098 -0.007 0.180
H -0.13704 19.38240 -8.38309 -0.038 0.123 0.013 0.360
C -2.21994 26.90271 -9.80829 -0.285 -0.032 0.320 -0.568
O -0.94352 26.98698 -10.43311 -0.169 0.059 -0.177 -0.302
P -0.01187 25.70681 -10.52049 -0.283 0.137 -0.017 0.959
O 0.56568 25.22760 -9.27695 0.244 -0.171 0.336 -0.713
O 1.02619 26.18458 -11.59202 0.259 0.032 -0.202 -0.348
C 0.58665 26.71510 -12.85180 0.129 0.016 0.093 -0.569
O -0.94071 24.64945 -11.25713 -0.085 -0.044 0.002 -0.221
C -0.95821 23.28123 -10.80951 -0.239 0.030 0.162 -0.566
H -2.95390 27.39450 -10.44322 0.067 0.032 -0.067 0.251
H -2.19487 27.40008 -8.83907 0.116 0.040 -0.046 0.249
H -2.53775 25.87132 -9.64761 0.086 -0.024 -0.094 0.237
H 0.61879 27.80178 -12.80598 -0.034 0.006 0.006 0.242
H -0.42245 26.38452 -13.08831 -0.007 -0.033 -0.044 0.286
H 1.28326 26.35681 -13.60476 -0.023 -0.005 -0.031 0.258
H -1.44772 22.72129 -11.59963 0.166 -0.090 -0.065 0.135
H -1.55350 23.19524 -9.89817 0.036 0.065 -0.013 0.272
H 0.03902 22.90637 -10.60288 0.046 -0.053 -0.161 0.394
Cl -5.05629 20.81927 -9.53678 -0.107 0.064 -0.032 -0.101
C -6.20451 21.27876 -10.80786 0.274 0.042 0.055 0.098
Cl -5.76525 22.84164 -11.50914 -0.004 -0.095 0.032 -0.115
Cl -7.85101 21.29348 -10.20417 -0.054 -0.011 0.021 -0.128
H -6.12419 20.53168 -11.58541 -0.082 0.003 -0.052 0.253
```
Positions in Å, forces in eV/Å.

***

Entry 2:
Below is a cluster of 2 separate species, C14H28BF7N4O2Si2 in total at a distorted geometry, with properties calculated with ωB97M-V/def2-TZVPD.

Results
Calculated total energy in eV: -60473.0130
Charge: 0

Structure (XYZ):
```
58
Properties=species:S:1:pos:R:3:forces:R:3:mulliken_charge:R:1
C -3.72176 2.08620 -1.03576 0.556 -0.242 -0.309 -1.060
C -2.53761 1.34639 -0.13657 -0.338 2.671 0.208 -0.072
N -2.52902 -0.18446 -0.32407 -2.330 1.633 0.797 -0.648
N -2.37932 -0.66139 0.98754 1.049 -2.338 4.578 0.351
C -0.98655 -0.55189 1.57323 -4.183 -2.667 5.283 -0.272
C -1.18589 -1.13669 3.09138 -1.475 1.286 -4.913 0.350
B 0.07936 -1.19841 4.14087 2.853 -0.077 2.164 0.581
O 1.10998 -0.10446 4.06348 -2.355 -3.189 -1.942 -0.584
O 0.33470 -2.26267 5.14054 -1.291 3.774 -1.009 -0.483
N -2.64297 -1.52649 3.22891 0.736 0.703 -3.378 0.178
C -3.31098 -2.07774 4.46906 -0.849 -2.700 0.304 0.412
F -4.57657 -2.76587 4.01574 4.060 2.524 1.363 -0.290
F -2.53108 -3.11177 5.19399 -2.465 3.764 -2.800 -0.224
C -3.68104 -0.86896 5.51554 -0.844 -1.202 2.689 0.639
F -4.89658 -1.34013 6.27934 4.233 1.754 -2.408 -0.259
F -2.54250 -0.67484 6.47383 -3.947 -0.442 -3.479 -0.221
C -4.11487 0.54824 4.81528 -1.575 3.665 1.107 0.600
F -5.29613 0.39072 3.89019 4.636 0.358 2.895 -0.233
F -4.62825 1.42221 5.93580 1.898 -3.105 -4.054 -0.243
F -2.99302 1.30982 4.20256 -4.138 -3.064 1.792 -0.200
C -3.41029 -1.24029 1.93073 4.875 1.180 0.270 -0.072
H -3.50705 3.25236 -1.07763 -0.527 -2.578 0.286 0.338
H -3.68540 1.70543 -2.15881 -0.137 0.719 2.422 0.318
H -4.78991 1.87196 -0.55089 2.367 0.511 -1.132 0.281
H -1.46990 1.80849 -0.34540 -2.230 -1.229 0.090 0.268
H -2.78739 1.63112 0.99409 0.524 -0.837 -2.334 0.113
H -3.51903 -0.40250 -0.63901 1.527 -0.051 0.453 0.337
H 0.01659 -0.13512 1.13679 -2.430 -0.918 0.258 0.033
H 1.45550 -0.14877 3.11431 -0.396 0.523 1.728 0.338
H 0.68011 -1.84353 5.99522 -0.237 -0.845 -1.892 0.326
H -4.55021 -1.40227 1.69810 2.706 0.323 0.647 0.363
C 5.31251 2.48199 -3.15823 -0.097 0.077 -0.330 -1.012
Si 3.86564 1.32438 -3.53555 -0.028 -1.337 2.738 0.188
C 4.38124 0.25459 -4.98572 0.127 0.160 -0.510 -1.035
C 2.42456 2.40000 -4.06785 -0.077 0.374 -0.437 -1.024
N 3.52492 0.39956 -2.10029 -1.534 -0.593 -1.296 -0.254
Si 2.24620 -0.78168 -2.07270 3.139 2.444 -0.132 -0.008
C 2.51866 -2.17371 -3.29925 -0.462 -0.496 0.048 -1.043
C 0.55523 -0.03048 -2.38133 -0.656 -0.267 0.108 -0.798
C 2.20154 -1.56047 -0.34972 -0.372 -0.397 0.017 -0.671
H 5.55347 3.08093 -4.04283 0.108 0.080 0.041 0.274
H 5.06065 3.16361 -2.34088 0.021 -0.074 -0.013 0.242
H 6.20255 1.91145 -2.87795 -0.089 0.021 0.024 0.254
H 4.80092 0.87621 -5.78323 0.037 -0.051 -0.111 0.357
H 3.53353 -0.28876 -5.40898 0.029 -0.040 0.007 0.311
H 5.14498 -0.46979 -4.68700 -0.106 0.061 0.039 0.247
H 2.01834 2.95868 -3.21917 0.045 -0.092 -0.019 0.220
H 1.62208 1.80774 -4.51348 -0.029 0.013 0.025 0.298
H 2.75286 3.12323 -4.82093 -0.089 0.088 -0.062 0.369
H 2.33626 -1.84844 -4.32622 0.061 0.010 0.059 0.298
H 1.83057 -2.99912 -3.09151 -0.025 -0.193 -0.112 0.356
H 3.53939 -2.56132 -3.23093 -0.082 0.138 0.008 0.247
H 0.40477 0.86103 -1.76300 0.127 0.043 -0.068 0.027
H -0.22685 -0.74903 -2.12756 -0.306 -0.101 -0.033 0.319
H 0.42338 0.24669 -3.42969 0.027 0.046 0.083 0.403
H 2.01596 -0.79894 0.41341 0.127 0.192 0.099 -0.165
H 3.15096 -2.05650 -0.12516 -0.097 0.149 0.012 0.368
H 1.40274 -2.30655 -0.29268 -0.069 -0.159 0.132 0.268
```
Positions in Å, forces in eV/Å.

***

Entry 3:
Below is a structure of composition C41H66MnP2Si2, with properties calculated with ωB97M-V/def2-TZVPD.

Results
⟨S²⟩: 6.183
Calculated total energy in eV: -109238.7635
Charge: +1
Relative energy (zero: lowest compared OMol25 entry of this formula, charge and spin) in kJ/mol: 21.9
Multiplicity: 5

Structure (XYZ):
```
112
Properties=species:S:1:pos:R:3:forces:R:3:mulliken_charge:R:1
Mn -0.24868 0.14955 -0.71105 -0.191 -0.588 -0.325 -0.233
C -0.00664 3.75016 -2.34415 0.030 0.005 -0.317 -1.549
Si -0.34246 2.63028 -0.88985 0.084 0.088 0.314 0.719
C -2.07037 3.15328 -0.34750 -0.250 0.166 0.021 0.343
C -2.44329 4.50463 -0.30904 0.012 -0.094 -0.004 -0.552
C -3.74925 4.89052 -0.04941 0.044 -0.004 -0.001 -1.090
C -4.72540 3.92666 0.15823 -0.004 -0.024 -0.006 -0.869
C -4.38335 2.58478 0.13314 0.023 0.050 0.010 -0.985
C -3.06391 2.19591 -0.10584 -0.101 0.046 0.041 0.418
P -2.55865 0.45280 0.01926 0.030 0.160 0.190 1.296
C -4.02098 -0.55973 -0.48092 0.052 -0.144 -0.053 -0.102
C -5.03150 -0.83566 0.64615 -0.034 -0.013 -0.059 -0.903
C -6.21233 -1.61289 0.06359 0.017 -0.006 0.006 -1.165
C -5.78219 -3.00325 -0.45072 0.014 0.037 -0.014 -0.912
C -4.26177 -3.11532 -0.57023 0.009 0.055 -0.010 -0.709
C -3.64441 -1.87861 -1.22551 -0.085 0.019 0.083 1.125
C -2.32583 0.22369 1.83464 0.006 -0.048 0.006 0.047
C -1.86770 -1.20359 2.14505 -0.044 0.043 0.072 1.454
C -1.68801 -1.41523 3.64748 -0.066 0.021 0.003 -1.440
C -0.72347 -0.39277 4.24403 0.000 0.003 -0.058 0.154
C -1.16542 1.03067 3.91345 -0.049 0.021 0.000 -1.412
C -1.32459 1.23377 2.40640 0.005 -0.093 0.062 0.198
C 0.98406 3.07296 0.37799 0.207 0.135 0.218 0.550
C 0.94647 4.23387 1.15785 -0.007 -0.097 -0.014 -0.384
C 1.94773 4.51536 2.07427 -0.003 -0.011 -0.006 -0.956
C 3.01694 3.64075 2.22474 -0.010 0.000 0.002 -0.898
C 3.08878 2.49361 1.45257 -0.001 0.037 -0.071 -0.794
C 2.08392 2.20891 0.52298 0.009 0.059 0.062 1.518
P 2.03529 0.68775 -0.48136 -0.058 0.440 -0.124 -0.118
C 2.90893 -0.62618 0.41714 0.021 -0.184 0.114 1.735
C 2.30970 -0.85108 1.80990 0.132 0.022 -0.022 -0.613
C 2.84052 -2.15388 2.42245 0.041 0.008 -0.023 -0.480
C 4.32430 -2.39312 2.07324 -0.046 0.014 -0.023 -0.871
C 5.03199 -1.08441 1.73330 -0.013 0.026 0.002 -0.978
C 4.45347 -0.48854 0.44480 -0.011 -0.111 0.042 -0.992
C 2.95557 0.81478 -2.08287 0.147 0.048 0.062 0.655
C 3.95735 1.99967 -2.14317 -0.040 -0.055 -0.058 -0.344
C 4.06530 2.58421 -3.55449 -0.001 0.005 -0.014 -0.869
C 4.16908 1.48591 -4.60917 -0.039 -0.041 0.029 -0.681
C 2.95858 0.52083 -4.55838 0.053 0.045 0.004 -0.956
C 2.07302 0.76267 -3.33395 -0.012 0.035 0.016 -0.426
H -0.09113 4.77301 -1.96243 -0.009 -0.025 -0.081 0.437
H -0.73909 3.62433 -3.14516 0.062 0.027 0.020 0.479
H 0.99515 3.64937 -2.75937 0.036 -0.026 0.006 0.240
H -1.70901 5.27757 -0.50766 -0.007 -0.032 0.004 0.262
H -4.01075 5.94105 -0.02941 0.011 -0.020 -0.001 0.439
H -5.75219 4.21817 0.33731 0.013 -0.002 0.000 0.464
H -5.15780 1.84914 0.29742 0.010 0.009 -0.012 0.253
H -4.51255 0.10665 -1.19502 -0.054 -0.008 -0.047 1.004
H -5.38400 0.09097 1.09674 -0.001 0.009 0.020 0.794
H -4.56953 -1.40853 1.45267 -0.027 0.006 -0.016 0.228
H -6.63835 -1.02290 -0.75267 -0.005 0.001 0.002 0.351
H -6.99739 -1.70658 0.81399 -0.001 -0.009 0.005 0.425
H -6.23963 -3.19804 -1.42279 0.004 0.017 0.006 0.346
H -6.14689 -3.78137 0.22051 0.004 -0.015 -0.002 0.403
H -3.99437 -4.00313 -1.14400 0.011 -0.016 -0.018 0.585
H -3.82941 -3.26218 0.42308 0.037 0.004 0.008 -0.031
H -3.99730 -1.81371 -2.25779 0.009 0.011 0.005 0.371
H -2.56203 -1.99613 -1.28242 0.069 -0.008 0.032 -1.381
H -3.30305 0.39036 2.29811 -0.033 0.078 0.049 1.340
H -0.91757 -1.39953 1.63952 0.096 0.023 -0.082 -1.388
H -2.56761 -1.93476 1.73959 -0.031 -0.026 0.008 -0.566
H -1.34312 -2.43418 3.83443 0.023 0.009 0.005 0.463
H -2.66322 -1.31919 4.13916 0.022 -0.012 -0.014 0.323
H 0.28182 -0.55957 3.84054 -0.016 -0.012 0.017 -0.360
H -0.65393 -0.52818 5.32427 0.001 0.010 0.003 0.497
H -0.45649 1.76117 4.30785 0.016 -0.020 0.007 0.478
H -2.12807 1.23012 4.39797 0.026 0.024 -0.005 0.379
H -0.34143 1.08706 1.93092 0.007 0.001 -0.026 -0.386
H -1.62201 2.25973 2.18295 -0.028 -0.020 0.031 0.203
H 0.10828 4.91735 1.06952 0.018 -0.026 -0.007 0.352
H 1.89245 5.41031 2.68140 -0.001 -0.012 -0.015 0.446
H 3.79458 3.85056 2.94742 -0.006 0.004 0.001 0.474
H 3.92603 1.82380 1.59375 -0.023 0.021 -0.021 0.159
H 2.65396 -1.50824 -0.17960 0.019 -0.027 0.009 -0.435
H 1.21899 -0.89253 1.74624 -0.039 0.005 -0.021 -1.056
H 2.54671 -0.00070 2.45392 -0.020 -0.005 0.000 0.576
H 2.23700 -2.99229 2.06588 0.042 -0.002 0.008 -0.102
H 2.70800 -2.11718 3.50546 0.003 0.012 0.002 0.568
H 4.40215 -3.06256 1.21010 -0.002 0.013 0.010 0.208
H 4.82615 -2.89914 2.89723 0.002 -0.008 0.004 0.558
H 6.10334 -1.24256 1.60747 0.008 -0.008 0.008 0.554
H 4.91920 -0.37795 2.56247 -0.005 -0.011 -0.007 0.276
H 4.86677 -1.03022 -0.40949 -0.006 -0.006 0.007 0.427
H 4.77858 0.54518 0.32633 0.005 0.015 -0.010 0.315
H 3.51656 -0.12612 -2.07955 0.079 0.013 -0.012 0.651
H 4.94285 1.64799 -1.82948 -0.009 -0.012 0.035 0.244
H 3.67491 2.78926 -1.44401 -0.028 0.014 -0.005 0.177
H 4.93971 3.23501 -3.59970 -0.008 0.008 -0.010 0.504
H 3.20319 3.22425 -3.76617 0.003 -0.038 0.013 0.162
H 5.09719 0.93125 -4.44660 -0.021 -0.004 0.019 0.326
H 4.25328 1.93197 -5.59985 0.010 -0.004 -0.007 0.413
H 3.31086 -0.51347 -4.52932 -0.009 0.000 -0.020 0.333
H 2.35332 0.61245 -5.46101 -0.004 0.024 0.004 0.488
H 1.32921 -0.03260 -3.26108 0.033 0.025 0.005 -0.039
H 1.52326 1.69435 -3.44561 -0.080 0.113 0.000 0.135
C 1.91441 -4.12349 -1.16229 0.248 -0.164 0.033 -0.948
Si 0.14783 -3.53224 -1.07447 0.101 0.122 0.070 -0.066
C -0.47601 -3.96010 0.62449 -0.075 -0.167 0.249 -0.367
C -0.85065 -4.45584 -2.34254 -0.108 -0.165 -0.164 -1.142
C 0.17244 -1.71365 -1.47367 0.009 0.285 -0.103 -1.287
H 1.96432 -5.21239 -1.06198 0.033 0.073 -0.002 0.420
H 2.52243 -3.69642 -0.35709 -0.005 -0.048 -0.059 0.030
H 2.37538 -3.85541 -2.11715 0.013 -0.022 0.033 0.356
H -0.38511 -5.04194 0.76878 -0.014 0.063 0.045 0.570
H -1.52566 -3.69920 0.76169 -0.033 -0.002 0.025 -0.080
H 0.10792 -3.46971 1.41086 -0.072 -0.041 -0.051 0.000
H -0.82044 -5.53312 -2.15198 -0.019 0.060 -0.028 0.332
H -0.45071 -4.28183 -3.34551 -0.037 -0.020 0.031 0.329
H -1.89820 -4.14733 -2.34298 -0.013 -0.001 -0.022 0.239
H -0.54084 -1.52972 -2.29827 -0.102 -0.114 -0.126 0.863
H 1.15652 -1.59018 -1.94694 -0.011 -0.015 -0.009 0.458
```
Positions in Å, forces in eV/Å.